Here is C30H45Cl48I3N4O3PS as an isolated structure in a non-equilibrium geometry from the OMol25 dataset. Energies are from ωB97M-V/def2-TZVPD.

Positions of all 135 atoms, in Å:
C: -3.419 1.456 5.487
C: -2.050 2.052 5.839
C: -1.061 2.049 4.680
O: -1.232 0.899 3.876
N: -0.135 0.830 2.988
C: -0.238 -0.256 2.155
N: 0.225 -1.463 2.591
C: 1.603 -1.881 2.265
C: 2.622 -0.752 2.037
C: 2.638 -0.140 0.616
C: 4.009 0.579 0.446
N: 5.000 -0.234 -0.259
C: -0.388 -1.970 3.740
I: -2.176 -3.122 3.399
C: 0.021 -1.802 4.960
C: -0.689 -2.322 6.173
I: 1.805 -0.703 5.206
N: -0.807 -0.097 1.007
C: -1.281 1.322 0.752
C: -1.948 1.567 -0.604
C: -0.955 2.188 -1.627
I: -3.442 3.119 -0.236
P: -1.091 -1.360 -0.162
O: -2.663 -1.493 -0.158
O: -0.591 -2.804 0.260
S: -0.343 -0.981 -1.891
H: -3.458 0.438 5.844
H: -3.688 1.543 4.446
H: -4.166 2.007 6.073
H: -2.157 3.084 6.145
H: -1.602 1.510 6.661
H: -0.059 2.097 5.107
H: -1.185 2.978 4.128
H: 0.765 0.835 3.460
H: 1.969 -2.477 3.089
H: 1.659 -2.547 1.408
H: 2.595 0.026 2.790
H: 3.598 -1.219 2.139
H: 1.887 0.647 0.590
H: 2.497 -0.914 -0.124
H: 4.413 0.880 1.407
H: 3.830 1.496 -0.107
H: 5.157 -1.054 0.315
H: 4.567 -0.570 -1.109
H: -1.708 -1.958 6.182
H: -0.726 -3.395 6.102
H: -0.220 -1.997 7.087
H: -0.432 1.980 0.824
H: -1.997 1.529 1.527
H: -2.516 0.756 -1.023
H: -1.171 1.723 -2.575
H: 0.060 1.974 -1.326
H: -1.144 3.236 -1.778
H: -2.855 -2.404 -0.441
H: 0.270 -2.929 -0.161
C: -4.931 1.970 -4.476
Cl: -5.401 3.480 -3.696
Cl: -4.393 2.266 -6.127
Cl: -3.667 1.152 -3.549
H: -5.797 1.323 -4.512
C: -6.958 2.200 7.777
Cl: -6.844 3.523 6.615
Cl: -7.067 0.653 6.940
Cl: -5.580 2.226 8.880
H: -7.859 2.331 8.360
C: 5.233 1.503 2.908
Cl: 5.774 1.821 1.267
Cl: 3.602 2.151 3.132
Cl: 5.263 -0.231 3.241
H: 5.896 1.996 3.605
C: -2.607 -4.022 -3.755
Cl: -3.713 -4.085 -2.371
Cl: -2.421 -2.367 -4.324
Cl: -1.044 -4.719 -3.328
H: -3.034 -4.613 -4.554
C: 2.522 0.314 -4.771
Cl: 2.953 0.703 -6.436
Cl: 0.922 0.959 -4.385
Cl: 2.571 -1.430 -4.507
H: 3.245 0.781 -4.116
C: -6.368 6.693 -5.170
Cl: -4.869 7.371 -5.803
Cl: -6.757 7.393 -3.598
Cl: -7.692 6.931 -6.310
H: -6.227 5.630 -5.041
C: 4.059 -4.410 -7.468
Cl: 4.263 -4.520 -9.216
Cl: 5.528 -4.925 -6.635
Cl: 3.617 -2.769 -6.984
H: 3.256 -5.074 -7.180
C: 8.538 3.340 4.708
Cl: 9.099 3.665 3.070
Cl: 6.918 4.005 4.954
Cl: 8.545 1.605 5.036
H: 9.211 3.822 5.402
C: 3.988 -7.991 -11.601
Cl: 3.204 -7.973 -10.018
Cl: 4.021 -6.372 -12.303
Cl: 5.619 -8.650 -11.478
H: 3.412 -8.631 -12.254
C: 2.379 -5.062 7.270
Cl: 2.506 -3.538 8.159
Cl: 1.602 -6.297 8.254
Cl: 1.497 -4.832 5.752
H: 3.379 -5.396 7.030
C: -7.254 5.570 -9.984
Cl: -6.324 4.621 -8.824
Cl: -6.194 6.300 -11.185
Cl: -8.486 4.574 -10.759
H: -7.751 6.366 -9.444
C: -7.126 10.483 -11.313
Cl: -5.509 10.889 -10.738
Cl: -7.907 9.340 -10.217
Cl: -8.106 11.935 -11.500
H: -7.032 10.010 -12.281
C: 0.893 4.430 -5.993
Cl: 2.206 5.028 -7.008
Cl: 0.889 5.247 -4.427
Cl: -0.661 4.624 -6.803
H: 1.053 3.372 -5.822
C: 4.097 3.591 -2.404
Cl: 3.365 3.582 -4.004
Cl: 2.864 3.861 -1.165
Cl: 4.962 2.085 -2.090
H: 4.808 4.405 -2.359
C: 0.019 -9.663 8.158
Cl: -0.988 -11.080 8.447
Cl: 0.441 -8.875 9.679
Cl: 1.478 -10.106 7.265
H: -0.545 -8.963 7.557
C: 4.037 -9.411 12.135
Cl: 3.497 -9.405 10.455
Cl: 2.669 -9.171 13.225
Cl: 4.882 -10.911 12.516
H: 4.726 -8.590 12.273

HOMO level   -11.453 eV
ΔE to the lowest compared entry with this formula, charge and spin   382.84 kJ/mol
Frontier orbital gap   7.49 eV
Total charge   +1



Here is C30H45N11O3P2RbS3 as an isolated structure from the OMol25 dataset. Energies are from ωB97M-V/def2-TZVPD.

Positions of all 95 atoms, in Å:
Rb: 0.060 -0.015 0.499
C: 0.927 -1.295 5.459
N: 2.060 -0.465 5.064
C: 3.341 -0.858 5.636
P: 2.012 0.396 3.681
O: 0.664 0.514 3.098
O: 3.011 -0.412 2.701
P: 3.734 -0.370 1.267
O: 2.843 0.139 0.206
N: 4.225 -1.947 1.192
C: 3.244 -3.005 1.434
C: 5.150 -2.281 0.113
N: 5.088 0.521 1.443
C: 5.444 1.587 0.521
C: 6.059 0.237 2.486
N: 2.833 1.796 3.993
C: 2.989 2.726 2.876
C: 2.589 2.496 5.251
H: 0.806 -1.249 6.543
H: 1.082 -2.340 5.172
H: 0.021 -0.928 4.986
H: 3.265 -0.872 6.725
H: 4.113 -0.143 5.356
H: 3.640 -1.854 5.294
H: 2.626 -2.763 2.296
H: 3.776 -3.933 1.648
H: 2.590 -3.170 0.572
H: 5.864 -1.473 -0.040
H: 4.624 -2.465 -0.830
H: 5.703 -3.181 0.385
H: 4.650 1.722 -0.209
H: 6.371 1.344 -0.006
H: 5.595 2.526 1.061
H: 5.693 -0.556 3.135
H: 6.240 1.130 3.089
H: 7.010 -0.087 2.052
H: 2.995 2.210 1.918
H: 3.927 3.273 2.981
H: 2.164 3.447 2.854
H: 2.516 1.788 6.072
H: 1.668 3.089 5.213
H: 3.424 3.170 5.445
C: -0.827 1.894 -5.661
N: -0.820 2.826 -4.553
C: -0.991 4.195 -4.649
C: -0.891 4.698 -3.408
N: -0.658 3.627 -2.548
C: -0.608 2.459 -3.265
S: -0.303 0.894 -2.751
C: -0.483 3.796 -1.146
C: 0.312 4.844 -0.699
C: 0.390 5.054 0.667
C: -0.302 4.208 1.519
C: -1.043 3.177 0.964
N: -1.141 2.972 -0.350
H: -1.021 2.449 -6.575
H: -1.603 1.145 -5.511
H: 0.136 1.389 -5.729
H: -1.185 4.684 -5.586
H: -0.996 5.703 -3.045
H: 0.854 5.461 -1.400
H: 0.989 5.865 1.059
H: -0.274 4.340 2.591
H: -1.584 2.480 1.597
N: -9.367 3.078 -4.722
C: -8.608 2.617 -3.994
C: -7.651 2.040 -3.090
C: -6.665 2.842 -2.522
C: -5.742 2.290 -1.652
C: -5.795 0.930 -1.368
C: -6.776 0.124 -1.933
C: -7.709 0.682 -2.788
N: -4.832 0.362 -0.503
C: -5.007 -0.697 0.365
C: -3.797 -0.899 0.950
N: -2.877 -0.001 0.458
C: -3.529 0.740 -0.399
H: -6.635 3.899 -2.750
H: -4.997 2.913 -1.176
H: -6.793 -0.936 -1.724
H: -8.476 0.065 -3.235
H: -5.963 -1.169 0.508
H: -3.527 -1.646 1.677
H: -3.087 1.516 -1.004
S: -0.528 -3.336 0.101
C: -0.895 -2.998 -1.484
N: -0.096 -3.237 -2.528
C: -0.467 -2.661 -3.814
C: -1.984 -2.517 -3.767
S: -2.388 -2.264 -2.011
H: 0.831 -3.586 -2.344
H: -0.153 -3.319 -4.623
H: 0.005 -1.684 -3.938
H: -2.491 -3.413 -4.119
H: -2.323 -1.653 -4.335

HOMO level   -10.031 eV
ΔE to the lowest compared entry with this formula, charge and spin   0.00 kJ/mol
Frontier orbital gap   8.32 eV
Total charge   +1



Here is C30H45N5O8Zr as an isolated structure in a non-equilibrium geometry from the OMol25 dataset. Energies are from ωB97M-V/def2-TZVPD.

Positions of all 89 atoms, in Å:
Zr: 5.448 -29.088 29.175
C: 8.349 -25.725 30.010
C: 7.145 -26.557 30.346
C: 5.927 -25.679 30.617
O: 6.767 -27.548 29.324
H: 8.154 -24.973 29.246
H: 9.151 -26.371 29.650
H: 8.684 -25.211 30.910
H: 7.310 -27.273 31.157
H: 4.967 -26.213 30.612
H: 5.801 -24.882 29.883
H: 6.042 -25.185 31.582
C: 8.688 -31.360 30.509
C: 7.509 -30.751 29.932
O: 7.336 -30.312 28.760
O: 6.424 -30.398 30.590
H: 8.402 -31.956 31.380
H: 9.469 -30.714 30.924
H: 9.177 -32.006 29.776
C: 12.005 -32.141 34.323
C: 12.371 -30.969 33.701
C: 12.401 -30.874 32.316
C: 11.905 -31.902 31.535
C: 11.292 -33.004 32.189
C: 11.356 -33.115 33.568
C: 10.683 -34.086 31.387
O: 9.936 -34.916 31.863
C: 11.189 -34.265 30.003
C: 11.027 -35.478 29.357
C: 11.440 -35.579 28.035
C: 11.683 -34.434 27.271
C: 11.924 -33.245 27.944
C: 11.735 -33.169 29.321
C: 12.123 -31.902 30.030
O: 12.766 -31.051 29.462
H: 11.950 -32.206 35.401
H: 12.775 -30.105 34.217
H: 12.888 -30.074 31.769
H: 10.865 -33.958 34.035
H: 10.543 -36.330 29.813
H: 11.219 -36.474 27.464
H: 12.101 -34.626 26.291
H: 12.256 -32.351 27.432
C: 9.433 -31.669 25.993
O: 10.326 -31.871 25.190
N: 9.623 -30.914 27.126
N: 8.154 -32.051 25.685
H: 8.914 -30.462 27.680
H: 10.599 -30.710 27.275
H: 7.403 -32.014 26.346
H: 7.999 -32.283 24.722
C: 5.945 -29.169 25.752
O: 5.862 -28.939 26.999
N: 7.043 -28.996 25.026
N: 4.908 -29.685 25.055
H: 7.883 -28.632 25.450
H: 7.102 -29.319 24.076
H: 4.104 -30.059 25.526
H: 4.950 -29.772 24.054
C: 4.387 -34.669 24.822
C: 4.397 -35.149 26.290
C: 4.321 -36.666 26.322
C: 4.510 -37.241 27.725
C: 5.852 -36.757 28.250
C: 6.002 -35.243 28.226
N: 5.612 -34.670 26.941
O: 5.870 -33.307 26.882
C: 5.094 -34.674 29.371
C: 7.415 -34.800 28.656
C: 3.124 -34.478 26.876
H: 4.192 -33.597 24.748
H: 3.923 -35.356 24.118
H: 5.408 -34.637 24.407
H: 3.371 -36.946 25.863
H: 5.079 -37.108 25.668
H: 4.472 -38.331 27.739
H: 3.650 -36.981 28.351
H: 6.596 -37.193 27.567
H: 6.199 -37.143 29.209
H: 4.929 -33.592 29.293
H: 4.103 -35.119 29.342
H: 5.538 -34.876 30.345
H: 7.386 -33.709 28.723
H: 7.636 -35.176 29.654
H: 8.184 -35.101 27.944
H: 2.809 -34.983 27.787
H: 2.318 -34.570 26.150
H: 3.282 -33.414 27.073
H: 5.074 -32.824 27.182

HOMO level   -12.736 eV
ΔE to the lowest compared entry with this formula, charge and spin   189.10 kJ/mol
Frontier orbital gap   3.50 eV
Total charge   +2



Here is C30H45N7STcTe as an isolated structure in a non-equilibrium geometry from the OMol25 dataset. Energies are from ωB97M-V/def2-TZVPD.

Positions of all 85 atoms, in Å:
Tc: 0.133 -0.444 0.553
C: 1.637 1.708 -2.886
C: 0.116 1.528 -2.930
C: -0.452 1.766 -4.343
C: -0.605 2.481 -1.977
C: -0.562 3.863 -2.213
C: -1.278 4.723 -1.397
C: -2.072 4.218 -0.337
C: -2.084 2.872 -0.043
C: -3.003 2.371 1.049
C: -4.458 2.353 0.498
C: -2.902 3.121 2.365
C: -1.366 1.997 -0.903
N: -1.377 0.581 -0.658
C: -2.331 -0.131 -1.183
C: -2.433 -1.527 -0.888
C: -3.282 -2.480 -1.484
C: -2.980 -3.690 -0.885
C: -1.947 -3.432 0.057
N: -1.624 -2.137 0.064
C: -1.203 -4.531 0.766
C: -0.015 -3.973 1.556
C: -0.681 -5.536 -0.259
C: -2.108 -5.217 1.797
H: 2.117 1.028 -3.578
H: 2.010 1.480 -1.880
H: 1.914 2.755 -3.097
H: -0.174 0.493 -2.643
H: -0.135 2.705 -4.749
H: -1.545 1.681 -4.365
H: -0.085 1.006 -5.047
H: -0.028 4.229 -3.064
H: -1.336 5.763 -1.656
H: -2.675 4.907 0.261
H: -2.726 1.325 1.245
H: -4.766 3.379 0.383
H: -5.121 1.883 1.222
H: -4.604 1.823 -0.438
H: -3.224 4.126 2.270
H: -1.858 3.128 2.717
H: -3.508 2.652 3.124
H: -3.073 0.364 -1.803
H: -4.018 -2.304 -2.261
H: -3.457 -4.635 -1.059
H: 0.658 -3.413 0.870
H: 0.512 -4.795 2.050
H: -0.343 -3.291 2.320
H: 0.020 -5.065 -0.927
H: -1.487 -5.928 -0.859
H: -0.150 -6.320 0.287
H: -2.540 -4.514 2.491
H: -1.554 -5.905 2.430
H: -2.949 -5.746 1.316
C: 5.553 -1.222 0.357
N: 4.357 -0.669 1.000
C: 4.628 -0.138 2.326
C: 3.114 -1.079 0.660
N: 2.060 -0.856 1.306
N: 3.067 -1.784 -0.559
C: 1.977 -2.049 -1.343
N: 2.267 -3.085 -2.222
N: 0.904 -1.364 -1.288
H: 6.447 -0.749 0.728
H: 5.542 -0.968 -0.698
H: 5.677 -2.306 0.499
H: 5.531 0.484 2.284
H: 4.809 -0.878 3.079
H: 3.829 0.508 2.696
H: 2.188 -0.317 2.189
H: 3.899 -2.223 -0.913
H: 2.682 -3.888 -1.754
H: 1.498 -3.366 -2.806
H: 0.216 -1.755 -1.928
Te: 0.836 1.305 3.790
C: 1.273 2.809 2.412
C: 0.935 4.137 2.522
C: 1.407 4.949 1.468
C: 2.116 4.233 0.548
S: 2.191 2.591 0.984
H: 0.359 4.509 3.361
H: 1.152 6.003 1.416
H: 2.578 4.541 -0.363
C: -0.417 -0.016 2.552
H: -0.275 -1.000 3.061
H: -1.399 0.353 2.759

<S²>   3.769
HOMO level (alpha / beta)   -6.233 / -5.919 eV
Spin multiplicity   4
Frontier orbital gap (alpha / beta)   6.27 / 5.95 eV